The following is a DFT calculation (the ωB97M-V functional and the def2-TZVPD basis) of one molecule with the formula C3HCl2F4N at a distorted geometry.

calculated total energy	-40530.9905	eV
LUMO	0.23	eV
gap between HOMO and LUMO	10.884	eV
net charge	0
SMILES	N=C(C(F)(F)Cl)C(F)(F)Cl
relative energy (zero: lowest compared OMol25 entry of this formula, charge and spin)	0.0	kcal per mole
HOMO energy	-0.39152	Ha
2S+1	1

Element x y z (Å)
N (-1.49783, -0.47251, -0.71918)
C (-0.52547, -0.04954, -0.09370)
C (-0.52234, 1.28254, 0.58097)
F (0.05653, 1.27473, 1.78772)
F (-1.76708, 1.74091, 0.75165)
Cl (0.36616, 2.40204, -0.49917)
C (1.06214, -0.96550, -0.17409)
F (1.26535, -1.26832, -1.45581)
F (2.06665, -0.19740, 0.24299)
Cl (0.90721, -2.41182, 0.82215)
H (-1.41133, -1.33513, -1.24354)

=====

The following is a DFT calculation (the ωB97M-V functional and the def2-TZVPD basis) of one molecule with the formula C3HCl2FOS at a distorted geometry.

calculated total energy	-43769.8744	eV
LUMO	-0.90	eV
gap between HOMO and LUMO	8.505	eV
net charge	0
SMILES	OC(=S)/C(Cl)=C(\F)Cl
relative energy (zero: lowest compared OMol25 entry of this formula, charge and spin)	11.0	kcal per mole
HOMO energy	-0.34555	Ha
2S+1	1

Element x y z (Å)
O (-2.02628, 1.36947, 0.37895)
C (-1.55818, 0.16154, -0.05381)
S (-2.44139, -1.07102, -0.08123)
C (-0.05728, 0.25314, -0.25002)
Cl (0.67143, 1.96108, -0.08287)
C (0.90761, -0.75922, -0.18057)
F (0.55961, -2.05442, 0.13259)
Cl (2.61596, -0.51527, 0.08185)
H (-1.40235, 2.15898, -0.00144)

=====

The following is a DFT calculation (the ωB97M-V functional and the def2-TZVPD basis) of C3HCl2N as an isolated structure at a distorted geometry.

calculated total energy	-29657.3531	eV
LUMO	-0.10	eV
gap between HOMO and LUMO	8.871	eV
net charge	0
relative energy (zero: lowest compared OMol25 entry of this formula, charge and spin)	84.2	kcal per mole
HOMO energy	-0.32960	Ha
2S+1	1

Element x y z (Å)
C (-1.35829, 0.02599, 0.02616)
C (0.50499, 0.69782, -0.03361)
C (0.57367, -0.64601, -0.00881)
N (-0.82045, -1.09472, 0.08638)
Cl (1.37682, 2.09852, 0.04279)
Cl (2.00976, -1.61962, 0.01968)
H (-2.28650, 0.53802, -0.13259)

=====

The following is a DFT calculation (the ωB97M-V functional and the def2-TZVPD basis) of a 2-piece molecular cluster, C3HCl3N overall at a distorted geometry.

calculated total energy	-42171.2479	eV
LUMO	-6.12	eV
gap between HOMO and LUMO	7.406	eV
net charge	+1
relative energy (zero: lowest compared OMol25 entry of this formula, charge and spin)	65.2	kcal per mole
HOMO energy	-0.49696	Ha
2S+1	1

Element x y z (Å)
C (0.11050, 0.21261, -0.01506)
C (-2.02718, 1.36294, 0.09247)
C (-3.24003, 1.69383, 0.08598)
N (-0.95222, 0.70664, 0.03428)
Cl (-6.71950, 0.18148, 0.02970)
Cl (-7.43985, -1.61165, -0.00699)
Cl (-4.73388, 2.15483, -0.04593)
H (0.92414, -0.30043, -0.35333)

=====

The following is a DFT calculation (the ωB97M-V functional and the def2-TZVPD basis) of a 2-piece molecular cluster, C3HClFO2 overall at a distorted geometry.

calculated total energy	-22456.7868	eV
LUMO (spin up / spin down)	2.72 / 2.72	eV
gap between HOMO and LUMO (spin up / spin down)	5.844 / 5.845	eV
net charge	-1
relative energy (zero: lowest compared OMol25 entry of this formula, charge and spin)	151.3	kcal per mole
HOMO energy (spin up / spin down)	-0.11475 / -0.11476	Ha
2S+1	1

Element x y z (Å)
C (-2.33432, 1.21528, 1.21205)
C (0.95097, -0.05013, -0.01229)
C (0.90680, -1.13352, -0.84760)
O (1.37745, -1.40574, 0.37386)
O (0.54614, -1.77945, -1.81256)
F (-2.72568, 0.96754, -0.09760)
Cl (2.34185, 1.06559, -0.11133)
H (-1.06321, 1.12043, 1.29548)

=====

The following is a DFT calculation (the ωB97M-V functional and the def2-TZVPD basis) of C3HClNO2S as an isolated structure at a distorted geometry.

calculated total energy	-32065.6567	eV
LUMO (spin up / spin down)	1.92 / 2.45	eV
gap between HOMO and LUMO (spin up / spin down)	5.868 / 6.857	eV
net charge	-1
relative energy (zero: lowest compared OMol25 entry of this formula, charge and spin)	129.9	kcal per mole
HOMO energy (spin up / spin down)	-0.14500 / -0.16181	Ha
2S+1	1

Element x y z (Å)
C (-2.22535, -1.69329, 0.06406)
C (0.53410, -0.47050, 0.21141)
C (-1.46773, -0.58344, 0.00386)
N (-2.81830, -2.71314, 0.01028)
O (-3.62864, 1.10754, -0.25900)
O (-1.35620, 2.07004, -0.06761)
S (-2.25313, 1.01554, 0.32211)
Cl (0.85829, -1.47315, 1.54545)
H (0.69170, 0.48286, 0.63529)

=====

The following is a DFT calculation (the ωB97M-V functional and the def2-TZVPD basis) of C3HCrO3 as an isolated structure at a distorted geometry.

calculated total energy	-37683.0840	eV
LUMO (spin up / spin down)	-2.15 / -2.18	eV
<S²>	3.760
gap between HOMO and LUMO (spin up / spin down)	5.039 / 4.710	eV
net charge	0
HOMO energy (spin up / spin down)	-0.26416 / -0.25316	Ha
2S+1	4

Element x y z (Å)
O (-0.66646, -1.14817, 0.03584)
C (-2.05660, -0.91490, -0.00538)
H (-2.66805, -1.68345, 0.45759)
C (-2.35957, 0.32897, -0.42374)
O (-1.11874, 0.91840, -0.74083)
C (-0.08976, -0.04228, -0.41161)
O (1.07888, -0.03817, -0.80335)
Cr (2.36882, 1.42011, -1.34864)

=====

The following is a DFT calculation (the ωB97M-V functional and the def2-TZVPD basis) of a 2-piece molecular cluster, C3HF overall at a distorted geometry.

calculated total energy	-5831.8315	eV
LUMO (spin up / spin down)	-3.58 / -3.70	eV
gap between HOMO and LUMO (spin up / spin down)	6.465 / 6.125	eV
net charge	0
relative energy (zero: lowest compared OMol25 entry of this formula, charge and spin)	169.0	kcal per mole
HOMO energy (spin up / spin down)	-0.36901 / -0.36095	Ha
2S+1	1

Element x y z (Å)
C (-0.65373, 0.65462, 2.46698)
C (-0.97767, 0.72475, 3.58356)
C (0.42648, 0.45912, 0.11054)
F (0.97412, 1.46168, -0.33465)
H (1.26864, -0.15446, 0.42384)